# 1
Formula: C16H52N2O10
Source: the OMol25 dataset
Level of theory: the ωB97M-V functional and the def2-TZVPD basis

Cartesian coordinates (Å):
N (-1.6138, -3.1424, 3.8346)
C (-1.2488, -2.7174, 2.6416)
N (-1.6058, -1.5004, 2.4226)
O (-0.5888, -3.4994, 1.6416)
H (-1.0868, -4.0054, 4.2066)
H (-2.0058, -2.5874, 4.5446)
H (-1.1988, -1.0394, 1.6156)
H (-1.9758, -1.0544, 3.2326)
C (3.1542, 2.4016, 3.0696)
C (2.4002, 1.6546, 2.0206)
O (2.5652, 2.2716, 0.7606)
H (2.7902, 3.3966, 3.1806)
H (4.3062, 2.5266, 2.8846)
H (2.9172, 1.9926, 4.0486)
H (1.3202, 1.7206, 2.3456)
H (2.7892, 0.6586, 1.8316)
H (3.4102, 2.6896, 0.7126)
C (0.2862, 0.4056, 4.5446)
C (-1.0358, 0.0826, 5.2076)
O (-2.2428, 0.3876, 4.5476)
H (0.4622, 1.4826, 4.2536)
H (0.3402, -0.1784, 3.5856)
H (1.1502, 0.0236, 5.1076)
H (-1.0298, 0.5386, 6.2296)
H (-1.0368, -1.0074, 5.4876)
H (-2.9428, 0.0366, 5.1046)
C (-2.1278, -2.6804, -1.4534)
C (-3.4018, -1.9044, -1.1334)
O (-4.0958, -2.3394, 0.0346)
H (-1.3968, -2.9544, -0.6864)
H (-1.5738, -2.1454, -2.2754)
H (-2.5508, -3.5744, -1.8984)
H (-4.1098, -2.1824, -1.9934)
H (-3.2258, -0.8144, -1.1014)
H (-5.0018, -2.0084, -0.0374)
C (2.1812, 0.5666, -3.1944)
C (3.1752, 0.7736, -4.3434)
O (3.3942, 2.1516, -4.5824)
H (2.1852, 1.3836, -2.4164)
H (2.3912, -0.4444, -2.7594)
H (1.2112, 0.5806, -3.5874)
H (2.8092, 0.3286, -5.3494)
H (3.9982, 0.1186, -4.1754)
H (4.0112, 2.2486, -5.4184)
C (-1.5508, 2.0856, 1.7056)
C (-0.7408, 3.0326, 0.9006)
O (-1.4388, 4.2116, 0.5566)
H (-2.1408, 1.3776, 1.1706)
H (-2.0978, 2.5636, 2.4456)
H (-0.8848, 1.3876, 2.2616)
H (-0.1328, 2.5576, 0.1686)
H (0.1862, 3.3986, 1.3896)
H (-0.7828, 4.7546, 0.0806)
C (-1.5718, 2.7106, -3.7154)
C (-1.2158, 2.1416, -2.3964)
O (-2.3758, 1.6376, -1.8184)
H (-2.0808, 3.6786, -3.6764)
H (-2.2028, 2.0716, -4.4104)
H (-0.5668, 2.8126, -4.2074)
H (-0.5748, 2.9116, -1.7594)
H (-0.5958, 1.2186, -2.4004)
H (-2.9218, 1.0546, -2.3944)
C (0.6742, -2.5324, -3.9964)
O (0.1262, -1.4914, -4.7714)
H (0.0112, -3.4444, -4.2484)
H (0.4962, -2.3184, -2.9764)
H (1.6832, -2.6904, -4.2674)
H (-0.7838, -1.3454, -4.5244)
C (0.4902, -0.4404, -0.1574)
O (-0.8678, -0.3194, -0.1434)
H (0.7342, -1.2024, -0.9074)
H (0.8432, -0.8504, 0.8736)
H (0.9982, 0.4506, -0.3724)
H (-1.0658, 0.5266, -0.6104)
C (2.1802, -3.3644, 0.0876)
O (2.6552, -2.7084, -1.0454)
H (1.2182, -3.9024, -0.0904)
H (2.0692, -2.6764, 0.8696)
H (2.9902, -4.0334, 0.4666)
H (3.0822, -1.9074, -0.7814)

Output
**ΔE to the lowest compared entry with this formula, charge and spin**: 182.0 kcal per mole
**HOMO energy**: -8.8 eV
**Orbital gap**: 0.3327 hartree
**SMILES**: NC(N)=O.CCO.CCO.CCO.CCO.CCO.CCO.CO.CO.CO

---

# 2
Formula: C2H6Cl2NS
Source: the OMol25 dataset
Level of theory: the ωB97M-V functional and the def2-TZVPD basis

Cartesian coordinates (Å):
C (0.9622, -0.6862, 1.1016)
C (0.1244, 0.3085, -2.3345)
N (-0.2338, -0.2963, 1.2308)
S (-1.5633, -0.0252, -1.6952)
Cl (1.1883, -1.0831, -2.3118)
Cl (0.0498, 0.7292, -4.1677)
H (1.2894, -1.5798, 0.3796)
H (1.8584, -0.3591, 1.7396)
H (-1.0105, -0.5771, 0.4991)
H (0.3816, 1.1970, -1.8882)
H (-0.2828, 0.3977, 1.9599)
H (-1.6795, 1.2231, -1.0584)

Output
**ΔE to the lowest compared entry with this formula, charge and spin**: 16.2 kcal per mole
**HOMO energy**: -14.0 eV
**Orbital gap**: 0.3158 hartree
**Total charge**: +1